The following is a DFT calculation (ωB97M-V/def2-TZVPD) of a 15-piece molecular cluster, C59H144N9O25 overall.

```
237
Properties=species:S:1:pos:R:3:forces:R:3
C 14.6203 -22.2701 -4.4291 -1.15 -1.67 -0.03
C 15.3949 -21.1602 -3.8544 -0.43 1.24 0.29
C 14.8491 -20.8682 -2.4426 1.91 1.05 0.80
N 15.4314 -19.5493 -1.8053 -1.29 0.16 1.53
C 14.7521 -19.3671 -0.3617 0.84 0.20 -1.59
C 13.2824 -18.9988 -0.4318 0.36 0.18 -1.38
C 12.9548 -17.8535 -1.4774 0.29 -0.25 -0.45
C 13.5952 -18.0466 -2.9120 0.89 -1.99 2.50
C 15.1070 -18.3333 -2.6561 0.80 0.41 -0.47
C 16.9319 -19.6684 -1.4897 -0.92 -0.33 -0.68
H 14.8557 -23.1981 -3.9082 0.40 -0.28 -0.34
H 14.7949 -22.3609 -5.5012 -0.11 -0.24 0.14
H 13.5533 -22.2065 -4.2157 -0.23 0.43 -0.44
H 15.2190 -20.2825 -4.4763 0.08 0.20 0.07
H 16.4409 -21.4227 -4.0131 0.24 0.41 0.91
H 15.1356 -21.5951 -1.6826 0.06 -0.38 -0.29
H 13.7639 -20.7908 -2.3759 0.15 0.10 -0.48
H 14.9508 -20.3550 0.0537 -0.19 0.29 0.56
H 15.3108 -18.5666 0.1233 0.26 -0.14 0.05
H 12.7919 -19.9439 -0.6649 -0.74 0.32 -0.01
H 12.9845 -18.6553 0.5588 -0.07 -0.19 -0.01
H 11.8727 -17.7864 -1.5902 -0.02 0.00 0.08
H 13.2966 -16.8933 -1.0910 0.07 0.04 0.23
H 13.1694 -18.9932 -3.2446 -0.25 0.30 -0.81
H 13.4443 -17.2279 -3.6155 -0.02 -0.11 0.21
H 15.7537 -18.4799 -3.5212 -0.40 0.14 -0.43
H 15.5504 -17.4635 -2.1714 0.05 -0.05 0.43
H 17.2124 -18.9441 -0.7250 -0.17 0.25 -0.37
H 17.4917 -19.5805 -2.4209 -0.02 0.25 0.03
H 17.1146 -20.6594 -1.0742 -0.22 -0.05 -0.04
C 20.1543 -18.0985 -1.0981 -0.04 -0.09 0.27
C 20.8618 -17.2744 -0.0248 1.14 0.98 0.42
C 20.1767 -15.9505 0.4396 -1.66 -1.07 1.56
N 20.4748 -15.4132 1.9086 0.06 -0.20 -0.45
C 19.8712 -13.9837 2.0847 1.56 -0.12 -0.21
C 19.9084 -13.4532 3.5413 0.73 0.33 -0.46
C 19.4762 -14.4313 4.5778 -1.72 0.16 -0.84
C 20.0652 -15.7685 4.3642 0.81 -1.35 1.74
C 19.8386 -16.3441 3.0097 0.83 0.47 -1.77
C 22.0165 -15.3850 2.0176 -1.39 0.25 0.02
H 19.8126 -18.9803 -0.5560 -0.96 0.16 -0.34
H 20.8525 -18.5666 -1.7920 0.14 0.53 -0.27
H 19.3794 -17.5298 -1.6121 -0.16 -0.41 -0.19
H 21.8450 -16.9437 -0.3594 0.29 -0.39 -0.07
H 21.0102 -18.0383 0.7385 0.25 0.77 0.68
H 19.1061 -16.1456 0.5029 -0.28 0.13 -0.10
H 20.2894 -15.1412 -0.2818 0.42 0.17 0.25
H 18.9145 -13.8646 1.5760 -0.39 -0.76 0.38
H 20.5607 -13.4109 1.4646 0.06 0.41 0.03
H 19.2162 -12.6129 3.5937 0.27 0.29 -0.21
H 20.9018 -13.1484 3.8705 0.31 0.48 -0.70
H 18.4185 -14.5052 4.3248 -0.51 -0.32 0.97
H 19.6532 -14.0586 5.5867 -0.24 -0.02 -0.13
H 19.6227 -16.4347 5.1049 -0.45 -0.35 -0.24
H 21.0837 -15.8075 4.7504 0.57 0.11 -0.68
H 18.7712 -16.4050 2.7972 -0.07 0.07 -0.22
H 20.3213 -17.2925 2.7739 -0.18 -0.16 0.58
H 22.3642 -14.7862 2.8594 -0.27 -0.12 -0.02
H 22.3331 -14.9251 1.0815 0.28 -0.11 0.13
H 22.3665 -16.4133 2.1083 0.01 0.17 -0.08
C 17.6974 -9.6426 -8.6445 -0.03 1.25 0.86
N 18.0648 -8.9231 -7.3780 2.40 1.21 0.05
C 19.5986 -8.5849 -7.4875 -1.83 -0.30 1.01
C 17.3507 -7.5730 -7.3014 -0.82 -0.22 0.51
C 17.7502 -9.8052 -6.1257 2.06 -0.39 -1.37
C 18.6139 -11.1431 -6.1322 -2.30 0.04 -0.77
O 18.1511 -12.0738 -7.1288 0.47 -0.02 -0.13
H 17.7424 -8.8823 -9.4241 -0.20 -0.21 -0.14
H 16.6742 -9.9377 -8.4119 -0.02 -0.75 -0.84
H 18.4951 -10.3680 -8.8047 -0.82 -0.28 -0.20
H 20.1609 -9.4904 -7.7157 -0.12 0.22 -0.16
H 19.8451 -8.2374 -6.4843 0.35 0.23 -0.23
H 19.7026 -7.8045 -8.2413 0.12 -0.23 0.11
H 17.6165 -6.8180 -8.0412 0.64 -0.69 -0.45
H 17.5238 -7.0868 -6.3412 -0.02 -0.47 0.20
H 16.2829 -7.7409 -7.4417 -0.07 -0.27 0.30
H 16.6700 -9.9204 -6.2148 -0.11 -0.45 0.60
H 18.1294 -9.3097 -5.2319 -0.64 0.55 0.05
H 18.3793 -11.6785 -5.2121 0.41 0.55 0.52
H 19.6796 -11.0162 -6.3224 0.00 0.51 0.67
H 18.9057 -12.1941 -7.7100 -0.28 -0.28 -0.37
C 15.1825 -8.1376 2.1687 -1.36 1.51 -0.29
N 13.5932 -8.2563 2.0098 1.77 -1.28 -0.06
C 12.8516 -7.1220 2.7990 1.12 -1.21 -2.05
C 13.2331 -8.2459 0.4804 -0.85 0.40 1.42
C 13.2398 -9.7013 2.5512 0.69 0.40 1.28
C 13.1591 -9.8010 4.1106 0.48 0.00 -0.43
O 14.2949 -9.4944 4.8372 0.30 1.77 0.65
H 15.7879 -8.8940 1.6691 -0.83 -0.34 -0.10
H 15.5056 -8.0846 3.2083 -0.60 -0.23 -0.01
H 15.3872 -7.1763 1.6972 0.12 0.05 -0.05
H 13.2959 -7.0301 3.7901 -0.54 -0.42 0.03
H 11.8156 -7.4233 2.6439 -0.08 0.36 0.84
H 13.0389 -6.1984 2.2512 -0.02 -0.06 -0.03
H 12.1598 -8.4327 0.5130 0.05 -0.34 -0.45
H 13.7599 -8.9938 -0.1122 0.02 -0.11 0.61
H 13.3756 -7.2768 0.0022 0.40 0.14 0.52
H 14.0844 -10.2800 2.1772 -0.20 -0.24 0.06
H 12.3082 -10.1489 2.2049 -0.12 0.73 -0.81
H 12.9470 -10.8176 4.4420 -0.87 -0.37 -0.84
H 12.3788 -9.1344 4.4777 -0.22 -0.15 -0.06
H 15.0930 -9.9120 4.5050 0.61 -0.80 -0.50
C 10.6400 -13.4546 2.4568 0.65 -1.06 0.10
N 11.7797 -14.5135 2.6142 1.40 0.84 0.46
C 12.7182 -14.3237 1.3741 -1.26 -0.36 0.37
C 12.6789 -14.2318 3.8479 0.68 -0.58 -0.68
C 11.3062 -15.9951 2.8199 1.33 0.61 -0.36
C 10.6318 -16.7061 1.6539 -0.89 -0.58 1.07
O 9.4006 -16.0751 1.3717 0.47 0.20 -0.51
H 10.0819 -13.7513 1.5687 -0.27 0.01 0.40
H 11.0440 -12.4610 2.2629 0.39 -0.19 0.05
H 10.0770 -13.4599 3.3901 -0.18 -0.12 -0.29
H 13.5406 -15.0372 1.3216 -0.33 -0.43 0.36
H 13.1879 -13.3402 1.3628 -0.49 0.16 0.41
H 12.0244 -14.4080 0.5377 0.35 0.02 -0.23
H 12.2986 -14.6178 4.7937 -0.61 0.27 -0.28
H 13.0678 -13.2174 3.9372 -0.75 0.26 -0.32
H 13.5987 -14.7852 3.6588 -0.02 -0.26 -0.05
H 10.8136 -16.0528 3.7905 -0.93 0.45 -0.47
H 12.2186 -16.5252 3.0927 0.37 -0.02 -0.55
H 10.3817 -17.7182 1.9719 0.17 -0.22 0.89
H 11.2467 -16.9947 0.8015 0.43 1.20 -0.43
H 8.9075 -16.6884 0.8218 -0.39 0.17 -0.13
C 20.4439 -7.6920 -0.5101 -0.26 -0.59 0.10
N 20.4026 -8.9767 0.4504 0.74 1.79 -1.79
C 18.9489 -9.1414 0.8762 0.77 -0.81 0.54
C 20.8547 -10.2336 -0.3673 -0.80 1.78 1.58
C 21.2669 -8.7123 1.6718 -0.75 0.43 0.47
C 22.7466 -8.7535 1.5144 0.66 1.00 -1.17
O 23.2946 -7.7894 0.5905 -0.51 -0.75 0.26
H 19.7038 -7.8476 -1.2950 0.07 -0.58 -0.06
H 21.4294 -7.4841 -0.9267 0.08 -0.64 0.28
H 20.1268 -6.7576 -0.0470 0.00 -0.45 0.88
H 18.9168 -10.0259 1.5125 -0.08 0.09 0.24
H 18.2821 -9.3612 0.0425 0.28 0.55 -0.36
H 18.6756 -8.2651 1.4640 -0.10 -0.07 -0.25
H 20.7754 -10.9684 0.4339 -0.27 -0.71 -0.73
H 21.8877 -10.1822 -0.7113 -0.15 0.47 0.07
H 20.1373 -10.2248 -1.1879 0.01 -0.72 0.08
H 21.1267 -9.4573 2.4549 -0.74 -0.39 -0.25
H 20.8900 -7.7864 2.1062 0.15 0.15 -0.21
H 22.9781 -9.7622 1.1724 0.53 -0.18 0.26
H 23.2275 -8.4807 2.4537 -0.44 -0.79 0.45
H 24.2111 -7.7709 0.8756 0.32 0.51 -0.47
C 20.5842 -14.8082 -5.5580 0.60 0.97 -0.92
N 21.8421 -14.9253 -4.7310 -1.27 0.98 -0.40
C 21.5408 -15.8221 -3.4838 1.16 1.27 -1.03
C 22.9222 -15.5529 -5.6089 0.10 0.01 1.58
C 22.3943 -13.4864 -4.3559 0.96 -1.53 -0.40
C 21.5453 -12.5329 -3.5930 -0.88 0.29 0.04
O 21.2529 -13.0601 -2.3364 -1.02 -0.46 1.04
H 20.3904 -15.7578 -6.0568 -0.48 -0.11 0.80
H 20.7723 -14.1208 -6.3827 0.55 0.13 -0.14
H 19.7793 -14.2883 -5.0385 -0.13 -0.88 0.50
H 22.3981 -15.5045 -2.8904 -0.11 -0.99 0.57
H 21.5289 -16.8558 -3.8296 0.13 0.13 0.16
H 20.6082 -15.5693 -2.9794 0.04 0.22 -0.49
H 23.1854 -14.8787 -6.4240 -0.43 -0.33 -0.12
H 22.6310 -16.5724 -5.8617 -0.23 0.31 -0.41
H 23.8001 -15.6440 -4.9692 0.11 0.01 -0.03
H 22.8260 -13.0752 -5.2684 -0.35 0.01 -0.12
H 23.2448 -13.7324 -3.7200 0.22 -0.01 -0.02
H 20.5956 -12.3057 -4.0774 -0.20 -0.30 -0.02
H 21.9798 -11.5425 -3.4578 0.73 -0.05 -0.48
H 22.0405 -13.2420 -1.8186 0.28 0.19 -0.11
C 15.3496 -11.4448 -0.8688 1.00 -0.76 -0.96
N 15.7411 -12.4433 -1.9505 -0.21 1.50 -1.67
C 14.6378 -13.5188 -1.9166 1.79 0.85 0.72
C 15.6000 -11.7322 -3.3611 -0.59 -0.73 1.24
C 17.2800 -12.8367 -1.7387 -2.32 2.03 0.00
C 17.5780 -14.1735 -2.1403 0.51 -4.05 -0.68
O 17.4311 -14.3676 -3.5305 -0.22 1.68 -1.06
H 16.0525 -10.6196 -0.9832 0.14 0.02 0.57
H 15.4608 -12.1106 -0.0130 -0.34 0.97 0.58
H 14.3550 -11.0335 -1.0420 -0.16 -0.48 0.04
H 14.7489 -13.9604 -0.9263 0.13 -0.75 -0.25
H 14.8200 -14.1506 -2.7860 -0.41 -0.21 0.35
H 13.6933 -12.9762 -1.8772 0.03 -0.07 -0.58
H 15.9506 -10.7005 -3.3326 0.36 -0.18 0.33
H 14.5241 -11.6985 -3.5321 0.15 0.00 -0.35
H 16.0982 -12.3584 -4.1013 -0.13 0.10 0.11
H 17.5351 -12.6289 -0.6995 -0.16 -0.11 -0.11
H 17.8137 -12.1862 -2.4316 -0.09 0.49 0.30
H 17.0006 -14.9865 -1.7001 -0.36 0.41 0.82
H 18.6002 -14.4389 -1.8705 0.41 0.39 0.31
H 17.8940 -15.1445 -3.8527 0.07 -1.01 0.22
C 16.5661 -17.5747 -8.3035 -0.30 2.20 0.74
N 16.1634 -16.1294 -7.8402 -2.06 -1.12 -0.82
C 17.3798 -15.2202 -7.8846 -1.50 -0.96 1.36
C 15.0886 -15.6914 -8.8323 -0.34 0.12 0.02
C 15.5123 -16.2382 -6.4392 1.58 -0.12 0.84
C 15.0231 -14.9464 -5.7840 -0.24 -0.08 -1.37
O 13.9277 -14.4620 -6.5151 0.34 -0.75 -0.20
H 15.6414 -18.1496 -8.3541 0.24 0.05 -0.45
H 17.2318 -18.0262 -7.5679 0.09 0.17 -0.09
H 17.0489 -17.2803 -9.2353 -0.04 -1.15 -0.18
H 17.0193 -14.3275 -7.3736 0.61 0.31 -0.45
H 17.7523 -15.0692 -8.8978 -0.30 -0.06 0.12
H 18.0705 -15.7700 -7.2452 0.48 0.38 -0.10
H 14.8436 -14.6353 -8.7202 0.60 0.10 -0.18
H 14.1214 -16.1448 -8.6153 0.31 -0.44 0.39
H 15.3582 -16.0231 -9.8350 0.29 0.43 0.04
H 16.3611 -16.6530 -5.8955 -0.09 0.06 0.69
H 14.7392 -17.0056 -6.4007 -0.07 0.09 -0.80
H 15.8369 -14.2222 -5.8214 0.11 0.18 0.49
H 14.6560 -15.0649 -4.7646 0.77 -0.65 0.32
H 13.9490 -13.5262 -6.3022 -0.77 1.71 -0.16
O 17.2638 -7.1471 -3.4561 1.02 0.93 -1.11
C 17.0236 -8.2105 -2.6830 -0.78 -1.21 1.67
O 15.9504 -8.2549 -2.1317 -2.04 -0.09 0.71
O 17.9402 -9.0663 -2.5261 1.88 -0.56 -0.61
H 18.2105 -7.2503 -3.5772 0.40 0.46 -0.48
O 10.0964 -11.6296 -1.7106 -0.08 -0.89 -0.87
C 10.3695 -11.1362 -0.5068 -1.78 2.47 2.04
O 9.5417 -10.5783 0.1652 -2.58 0.62 1.17
O 11.5654 -11.1863 -0.1789 4.08 -1.26 0.45
H 11.0349 -11.8310 -1.6951 1.01 -1.20 -2.41
O 17.0923 -11.7829 1.8282 1.56 0.14 -2.05
C 16.3950 -11.6113 2.9108 -2.21 1.67 4.62
O 15.6064 -12.5086 3.2840 -0.49 -1.61 -0.79
O 16.5049 -10.5618 3.5707 1.10 1.15 -0.64
H 16.6617 -12.5950 1.5513 0.31 -1.68 -1.13
O 19.6981 -17.9374 -5.4930 2.48 0.62 -1.85
C 18.5932 -17.9384 -4.8185 -3.14 3.38 4.64
O 18.2668 -16.9344 -4.1353 0.59 1.03 0.22
O 17.9268 -18.9529 -4.8961 -1.69 -2.54 -0.63
H 19.2602 -18.6832 -5.9096 1.87 -2.13 -2.26
O 16.2366 -15.2072 2.9676 0.12 -0.68 1.82
C 16.3787 -15.3879 1.6596 -0.89 -0.10 1.19
O 16.3141 -16.5066 1.2420 0.32 -4.32 -1.58
O 16.4731 -14.3652 1.0090 0.86 3.92 -2.94
H 16.0956 -14.2586 3.0107 -0.30 1.45 0.95
O 14.0546 -11.8818 -8.2384 -0.06 -3.08 -3.22
C 14.0582 -11.1263 -7.2094 0.51 0.78 5.52
O 14.2513 -9.9476 -7.4472 0.90 3.71 -0.90
O 14.0163 -11.5986 -6.0569 -0.25 -1.90 0.84
H 14.3144 -11.1194 -8.7607 -0.11 -0.11 -2.23
```
Positions in Å, forces in eV/Å.

Computed properties:
E_HOMO = -11.12 eV
gap between HOMO and LUMO = 4.8156 eV
maximum force = 6.5 eV Å⁻¹
total charge = +3